[1]
Entry from the Open Molecules 2025 dataset: a structure of composition C29H30AsGeN2O3SZn (ωB97M-V/def2-TZVPD).

total charge: +1
gap between HOMO and LUMO (alpha / beta): 7.8 / 7.8 eV
highest occupied orbital energy (alpha / beta): -10.4 / -10.4 eV

Atoms and positions in Å:
Zn: -1.099 -0.300 -0.134
O: 3.446 -0.726 -0.734
C: 3.828 0.487 -0.236
C: 5.196 0.755 -0.262
C: 5.645 2.012 0.074
C: 4.780 3.018 0.404
C: 3.443 2.734 0.500
C: 2.944 1.484 0.171
C: 1.521 1.304 0.151
O: 1.107 0.120 0.655
N: 0.759 2.082 -0.483
N: -0.562 1.595 -0.536
C: -1.390 2.431 -1.035
C: -2.802 2.289 -1.290
C: -3.461 3.447 -1.831
C: -4.792 3.389 -2.187
C: -5.491 2.157 -2.028
C: -4.872 1.052 -1.489
C: -3.488 1.064 -1.112
O: -2.984 0.018 -0.572
H: 2.518 -0.894 -0.582
H: 5.903 -0.021 -0.505
H: 6.689 2.251 0.001
H: 5.106 3.994 0.632
H: 2.746 3.483 0.837
H: -1.001 3.470 -1.187
H: -2.849 4.335 -1.866
H: -5.362 4.250 -2.541
H: -6.557 2.155 -2.269
H: -5.381 0.091 -1.344
Ge: 0.692 -0.070 2.487
C: -1.147 -0.475 2.357
C: -2.130 0.427 2.728
C: -3.432 0.002 2.761
C: -3.722 -1.301 2.404
C: -2.785 -2.241 2.002
C: -1.488 -1.824 2.017
C: 1.894 -1.373 3.127
C: 2.171 -2.513 2.358
C: 3.026 -3.522 2.770
C: 3.648 -3.364 4.021
C: 3.263 -2.310 4.868
C: 2.400 -1.327 4.424
H: 1.088 1.279 3.023
H: -1.926 1.484 3.044
H: -4.240 0.696 2.943
H: -4.755 -1.622 2.418
H: -3.060 -3.244 1.825
H: -0.736 -2.534 1.813
H: 1.715 -2.649 1.383
H: 3.266 -4.290 2.060
H: 4.367 -4.123 4.347
H: 3.606 -2.300 5.893
H: 2.210 -0.437 5.077
C: -2.125 -0.313 -3.537
As: -0.491 -1.303 -3.199
C: -0.415 -2.794 -4.497
C: 0.966 -0.058 -3.432
S: -0.484 -2.220 -1.265
H: -2.312 -0.342 -4.629
H: -2.096 0.706 -3.126
H: -2.921 -0.850 -3.009
H: -0.250 -2.386 -5.499
H: -1.376 -3.339 -4.500
H: 0.424 -3.465 -4.271
H: 0.969 0.276 -4.480
H: 1.885 -0.537 -3.186
H: 0.761 0.730 -2.722

=====

[2]
Entry from the Open Molecules 2025 dataset: the molecule C17H15N5OS (ωB97M-V/def2-TZVPD).

SMILES string: CSc1nc2ncc3c(n2n1)C[C@@H]1c2ccccc2CCN1C3=O
energy above the lowest of the compared OMol25 structures with the same formula, charge and spin: 0.00 kcal per mole
gap between HOMO and LUMO: 8.8 eV
highest occupied orbital energy: -8.7 eV

Atoms and positions in Å:
C: 4.748 2.952 0.361
S: 5.798 1.486 0.116
C: 4.572 0.286 0.027
N: 4.863 -1.013 -0.153
C: 3.691 -1.608 -0.166
N: 3.384 -2.885 -0.310
C: 2.117 -3.206 -0.282
C: 1.076 -2.272 -0.122
C: 1.396 -0.938 0.035
N: 2.693 -0.621 0.011
N: 3.274 0.571 0.131
C: 0.336 0.091 0.212
C: -0.898 -0.358 -0.588
C: -2.015 0.638 -0.379
C: -1.879 1.910 -0.923
C: -2.844 2.876 -0.709
C: -3.961 2.576 0.052
C: -4.113 1.307 0.577
C: -3.147 0.330 0.370
C: -3.321 -1.068 0.884
C: -2.664 -2.026 -0.103
N: -1.257 -1.710 -0.197
C: -0.344 -2.702 -0.045
O: -0.656 -3.859 0.169
H: 5.418 3.798 0.468
H: 4.152 2.817 1.258
H: 4.105 3.079 -0.503
H: 1.878 -4.255 -0.391
H: 0.696 1.064 -0.122
H: 0.076 0.173 1.273
H: -0.629 -0.357 -1.660
H: -1.013 2.142 -1.526
H: -2.726 3.859 -1.138
H: -4.718 3.327 0.225
H: -4.991 1.062 1.156
H: -4.380 -1.304 0.996
H: -2.846 -1.175 1.863
H: -2.739 -3.064 0.225
H: -3.136 -1.925 -1.089

=====

[3]
Entry from the Open Molecules 2025 dataset: a cluster of 5 separate species, C27H68N4O9 in total (ωB97M-V/def2-TZVPD).

spin multiplicity: 2
total charge: -1
gap between HOMO and LUMO (alpha / beta): 1.6 / 8.8 eV
highest occupied orbital energy (alpha / beta): 0.8 / -6.4 eV

Atoms and positions in Å:
C: 3.979 -1.994 -1.700
O: 3.401 -2.574 -2.887
C: 4.098 -3.624 -3.607
C: 4.627 -3.161 -5.010
N: 5.347 -1.845 -4.992
C: 5.347 -1.112 -6.272
C: 6.348 0.095 -6.124
O: 5.719 1.297 -5.737
C: 5.728 1.470 -4.341
H: 4.492 -2.668 -1.014
H: 3.243 -1.590 -1.005
H: 4.546 -1.133 -2.056
H: 3.400 -4.438 -3.803
H: 4.907 -4.058 -3.019
H: 3.791 -3.118 -5.708
H: 5.370 -3.901 -5.308
H: 4.803 -1.428 -4.250
H: 4.316 -0.880 -6.540
H: 5.691 -1.752 -7.084
H: 6.863 0.198 -7.079
H: 7.246 -0.124 -5.547
H: 5.119 0.762 -3.779
H: 5.359 2.473 -4.126
H: 6.697 1.577 -3.855
C: 0.864 3.810 3.476
O: 0.823 3.378 4.892
C: 0.845 2.030 5.206
C: 0.602 1.791 6.701
N: -0.700 2.436 7.131
C: -1.875 1.643 6.856
C: -3.263 2.424 6.733
O: -3.068 3.224 5.555
C: -4.263 3.817 5.023
H: 1.836 3.503 3.089
H: 0.744 4.893 3.508
H: 0.106 3.254 2.924
H: 1.910 1.808 5.137
H: 0.208 1.416 4.570
H: 1.488 2.271 7.117
H: 0.762 0.737 6.925
H: -0.679 3.348 6.697
H: -1.873 0.921 7.673
H: -1.679 1.110 5.926
H: -3.429 2.947 7.675
H: -4.111 1.742 6.671
H: -4.093 4.336 4.080
H: -4.523 4.666 5.655
H: -4.998 3.012 4.994
C: -6.773 2.117 2.712
O: -5.891 1.245 1.975
C: -4.467 1.262 2.345
C: -3.559 0.750 1.162
N: -4.131 1.061 -0.168
C: -3.503 0.325 -1.288
C: -3.660 -1.202 -1.225
O: -4.879 -1.700 -0.661
C: -4.837 -3.091 -0.467
H: -7.468 1.669 3.422
H: -7.318 2.754 2.016
H: -6.125 2.725 3.343
H: -4.423 0.635 3.235
H: -4.083 2.266 2.530
H: -3.345 -0.317 1.213
H: -2.580 1.229 1.139
H: -5.070 0.715 -0.034
H: -2.452 0.604 -1.354
H: -3.968 0.672 -2.211
H: -2.847 -1.638 -0.644
H: -3.612 -1.564 -2.252
H: -4.584 -3.606 -1.393
H: -5.758 -3.522 -0.075
H: -4.033 -3.380 0.209
C: -2.057 -2.974 -4.485
O: -1.796 -2.147 -3.394
C: -0.409 -1.881 -3.209
C: 0.188 -3.004 -2.377
N: -0.770 -3.385 -1.370
C: -0.504 -2.690 -0.230
C: 0.808 -3.049 0.547
O: 0.890 -2.464 1.817
C: 2.213 -2.153 2.186
H: -1.215 -3.662 -4.569
H: -2.102 -2.434 -5.431
H: -2.987 -3.534 -4.384
H: -0.446 -0.949 -2.645
H: 0.108 -1.737 -4.158
H: 1.173 -2.663 -2.057
H: 0.263 -3.828 -3.087
H: -1.660 -3.221 -1.817
H: -1.290 -2.801 0.518
H: -0.466 -1.620 -0.435
H: 1.600 -2.689 -0.111
H: 0.961 -4.124 0.638
H: 2.965 -2.934 2.076
H: 2.261 -1.963 3.259
H: 2.481 -1.281 1.589
C: 2.436 3.489 -0.944
C: 1.065 2.838 -1.118
C: 1.138 1.317 -1.333
O: 0.428 2.942 0.174
H: 3.052 3.496 -1.843
H: 3.128 2.912 -0.330
H: 2.382 4.508 -0.562
H: 0.468 3.353 -1.870
H: 1.236 1.168 -2.408
H: 0.137 0.937 -1.133
H: 1.942 0.841 -0.771
H: -0.329 2.384 0.367

=====

[4]
Entry from the Open Molecules 2025 dataset: a structure of composition C28H28HgN2Si (ωB97M-V/def2-TZVPD).

energy above the lowest of the compared OMol25 structures with the same formula, charge and spin: 0.00 kcal per mole
gap between HOMO and LUMO (alpha / beta): 4.5 / 5.9 eV
highest occupied orbital energy (alpha / beta): -4.8 / -6.0 eV

Atoms and positions in Å:
C: 0.918 -3.761 1.195
C: 2.249 -3.210 1.245
C: 2.350 -2.379 2.365
H: 3.047 -3.452 0.545
C: 1.071 -2.397 3.072
C: 0.203 -3.301 2.309
H: -0.814 -3.566 2.598
H: 0.560 -4.456 0.436
H: 3.235 -1.839 2.703
H: 0.979 -2.208 4.148
Hg: -0.028 -0.429 2.554
C: 0.381 -0.577 -0.335
H: 0.691 -1.464 0.224
H: -0.692 -0.390 -0.258
H: 0.942 0.319 -0.057
Si: 0.733 -1.076 -2.353
C: -0.449 -0.076 -3.392
C: -0.777 -0.573 -4.671
H: -0.297 -1.483 -5.045
C: -1.746 0.058 -5.458
H: -2.004 -0.355 -6.437
C: -2.395 1.205 -4.989
H: -3.159 1.689 -5.603
C: -2.058 1.720 -3.731
H: -2.569 2.611 -3.361
C: -1.081 1.096 -2.940
H: -0.826 1.519 -1.966
C: 2.542 -0.689 -2.604
C: 3.073 -0.771 -3.906
H: 2.408 -0.964 -4.754
C: 4.447 -0.615 -4.124
H: 4.847 -0.717 -5.132
C: 5.303 -0.319 -3.059
H: 6.372 -0.185 -3.232
C: 4.781 -0.209 -1.762
H: 5.435 0.024 -0.919
C: 3.413 -0.407 -1.533
H: 3.028 -0.333 -0.510
H: 0.489 -2.686 -2.661
H: 0.752 -2.306 -3.419
C: -0.114 2.642 5.895
C: -1.304 3.357 5.715
C: -2.115 3.063 4.621
C: -1.748 2.032 3.742
N: -0.577 1.366 3.921
C: 0.227 1.664 4.964
C: -2.587 1.590 2.620
C: -3.799 2.211 2.276
C: -4.557 1.706 1.219
C: -4.085 0.596 0.512
C: -2.878 0.019 0.904
N: -2.143 0.513 1.922
H: 0.548 2.827 6.739
H: -1.604 4.129 6.418
H: -3.037 3.600 4.427
H: 1.150 1.082 5.041
H: -4.118 3.079 2.849
H: -5.504 2.179 0.962
H: -4.623 0.161 -0.329
H: -2.487 -0.865 0.397

=====

[5]
Entry from the Open Molecules 2025 dataset: a cluster of 2 separate species, C5H9NO2 in total (ωB97M-V/def2-TZVPD).

SMILES string: CC(N)=O.CC=C=O
energy above the lowest of the compared OMol25 structures with the same formula, charge and spin: 52.92 kcal per mole
gap between HOMO and LUMO: 8.3 eV
highest occupied orbital energy: -7.6 eV

Atoms and positions in Å:
C: -1.907 -0.862 -0.762
C: -1.002 -0.813 0.432
N: -1.252 0.152 1.357
O: -0.222 -1.774 0.718
H: -1.382 -1.331 -1.595
H: -2.791 -1.454 -0.511
H: -2.221 0.140 -1.062
H: -0.638 0.168 2.161
H: -1.975 0.841 1.211
C: 1.676 1.529 -0.361
C: 1.369 0.084 -0.570
C: 1.666 -0.864 0.335
O: 2.468 -1.313 1.087
H: 0.913 2.153 -0.837
H: 1.709 1.782 0.702
H: 2.646 1.794 -0.794
H: 0.943 -0.232 -1.512